1.
C26H34FeN2O5Si as an isolated structure at a distorted geometry. Source: OMol25; level of theory: ωB97M-V/def2-TZVPD.

```
69
Properties=species:S:1:pos:R:3:mulliken_spin:R:1
Fe 1.27230 0.10354 0.14582 0.9285
C 2.56157 1.23099 5.08645 0.0006
O 2.19215 0.14394 4.23271 -0.0001
C 2.11056 0.32056 2.92176 0.0013
O 1.68122 -0.55543 2.19838 0.0058
N 2.52989 1.50377 2.40172 -0.0019
N 2.36431 1.69136 1.02509 0.0036
H 2.49771 0.84326 6.09604 0.0000
H 1.86507 2.06329 4.97484 -0.0004
H 3.58745 1.55351 4.89869 0.0000
H 2.95829 2.22087 2.95724 -0.0001
H 3.25403 1.63061 0.54724 -0.0012
H 1.92623 2.58917 0.85895 0.0011
C 0.17596 0.47671 -4.09821 -0.0010
C 0.00084 -0.06795 -2.70287 0.0032
O 0.57123 0.52487 -1.80364 0.0209
C -0.78422 -1.30595 -2.49430 -0.0091
C -1.31057 -1.98467 -3.59484 -0.0023
C -1.96586 -3.19274 -3.46813 0.0009
C -2.12196 -3.75483 -2.20995 -0.0021
C -1.68091 -3.06566 -1.09675 0.0031
C -1.03424 -1.84224 -1.23272 -0.0036
O -0.71224 -1.13239 -0.11421 0.0132
H 0.84190 1.33260 -4.04719 -0.0001
H -0.77931 0.79213 -4.52353 -0.0003
H 0.60898 -0.27709 -4.75722 -0.0002
H -1.20212 -1.55035 -4.58003 -0.0003
H -2.35373 -3.69380 -4.34429 0.0000
H -2.60741 -4.71528 -2.09111 -0.0002
H -1.85044 -3.45988 -0.10041 0.0000
C 3.31319 2.08920 -1.82515 0.0000
C 3.78226 0.65908 -1.95819 -0.0004
O 3.66320 -0.02631 -0.70076 0.0192
C 4.04724 -1.41157 -0.79202 -0.0076
C 2.84863 -2.33347 -0.74001 0.0114
H 3.39529 2.59577 -2.78815 -0.0002
H 3.92933 2.63457 -1.10425 -0.0002
H 2.27147 2.12187 -1.51195 0.0007
H 4.83258 0.63972 -2.26053 -0.0002
H 3.18559 0.13223 -2.71043 -0.0010
H 4.71092 -1.60584 0.05040 0.0008
H 4.61273 -1.57467 -1.71198 -0.0002
H 2.34871 -2.25368 0.22683 -0.0031
H 3.15817 -3.37331 -0.87244 0.0007
H 2.13932 -2.08760 -1.53583 -0.0027
C -5.87618 -0.12785 -1.03516 0.0000
C -4.70052 0.46939 -1.47773 0.0000
C -3.51044 0.22994 -0.80660 -0.0010
C -3.47536 -0.60186 0.31912 0.0007
C -4.66442 -1.18921 0.75122 0.0000
C -5.85700 -0.95687 0.07637 0.0001
Si -1.84277 -0.89324 1.14122 -0.0028
C -1.26520 0.62527 2.02785 0.0183
C -0.84742 1.76658 1.33588 -0.0034
C -0.50498 2.92627 2.01993 0.0268
C -0.55991 2.95678 3.40743 -0.0013
C -0.97935 1.83224 4.10996 0.0064
C -1.33252 0.67754 3.42317 0.0007
H -6.80413 0.05026 -1.56396 0.0000
H -4.71202 1.11640 -2.34688 0.0000
H -2.59398 0.69190 -1.16716 0.0005
H -4.66430 -1.84270 1.61787 0.0000
H -6.76978 -1.43152 0.41517 0.0000
H -1.81856 -2.04139 2.06961 0.0000
H -0.83873 1.77237 0.25099 -0.0217
H -0.21966 3.81544 1.46806 0.0005
H -0.28720 3.86054 3.94012 0.0000
H -1.04846 1.85888 5.19138 0.0003
H -1.66241 -0.19408 3.98106 -0.0002
```

HOMO-LUMO gap (alpha / beta), eV: 6.9 / 6.4
Net charge: +1
E_HOMO (alpha / beta), Ha: -0.3504 / -0.3335
⟨S²⟩: 0.7663
Spin multiplicity: 2

2.
C26H34KN6O3 as an isolated structure at a distorted geometry. Source: OMol25; level of theory: ωB97M-V/def2-TZVPD.

```
70
Properties=species:S:1:pos:R:3:nbo_charge:R:1
K -0.37864 0.95612 -0.41919 0.9460
C -0.89684 4.98985 1.89727 -0.6738
C -1.16224 3.93813 0.82899 0.4554
O -0.58722 2.81833 1.01977 -0.8423
C -1.97078 4.29700 -0.23694 -0.5185
C -2.38182 3.49297 -1.39298 0.2552
C -2.93053 4.26182 -2.56983 -0.6699
N -2.28187 2.20886 -1.41758 -0.4055
N -2.76945 1.60415 -2.62532 -0.4835
C -1.92284 0.74401 -3.11598 0.5352
O -0.72897 0.45326 -2.78305 -0.8659
C -2.46979 -0.04986 -4.29963 -0.0922
C -1.62148 -0.90457 -4.99114 -0.2233
C -2.08990 -1.66266 -6.05780 -0.2212
C -3.41861 -1.57184 -6.44286 -0.2453
C -4.27450 -0.71554 -5.75840 -0.2525
C -3.80343 0.03868 -4.69618 -0.1321
H -1.48276 4.75709 2.79141 0.1984
H -1.15488 6.00139 1.58136 0.1945
H 0.15671 4.95629 2.17986 0.2022
H -2.29376 5.33138 -0.26133 0.1767
H -2.96312 5.32965 -2.35508 0.1932
H -3.92618 3.90461 -2.83624 0.2237
H -2.31161 4.09107 -3.45254 0.2235
H -0.58802 -0.95382 -4.67230 0.2262
H -1.41517 -2.32414 -6.58944 0.1943
H -3.78780 -2.16305 -7.27306 0.1944
H -5.31493 -0.63681 -6.05179 0.1955
H -4.44497 0.71124 -4.14348 0.2274
C 4.79897 -3.03780 2.17023 -0.7139
C 3.49496 -2.28236 2.24050 0.6705
O 3.36764 -1.16010 1.78970 -0.6022
N 2.47037 -2.93052 2.86121 -0.6268
C 1.11839 -2.40054 2.88814 -0.2485
C 1.01412 -1.07211 3.59983 0.2159
C 1.52715 -0.91585 4.88376 -0.2707
C 1.38814 0.31122 5.50398 -0.1722
C 0.73668 1.32714 4.82265 -0.2706
C 0.23777 1.07325 3.55399 0.0439
N 0.36448 -0.11287 2.95189 -0.4275
H 5.53030 -2.39731 1.68670 0.2429
H 4.68935 -3.95665 1.58990 0.2216
H 5.15402 -3.31903 3.16222 0.2218
H 2.60902 -3.90421 3.06763 0.3883
H 0.52748 -3.14148 3.43532 0.2031
H 0.68301 -2.28473 1.89260 0.2337
H 2.03743 -1.74545 5.35690 0.2062
H 1.78116 0.47803 6.49956 0.2051
H 0.61168 2.31290 5.24965 0.2155
H -0.24807 1.84414 2.96301 0.2554
C 1.53316 -1.74746 -2.10477 -0.2889
C 1.98241 -2.79193 -3.15794 -0.2522
N 1.45903 -4.11904 -2.81998 -0.4253
C -0.00785 -4.05047 -2.80735 -0.2558
C -0.49419 -2.95947 -1.81891 -0.2685
N 0.65432 -2.37886 -1.11536 -0.4267
C 1.38920 -3.44729 -0.44367 -0.2490
C 1.92395 -4.46752 -1.48017 -0.2553
H 0.96823 -0.94302 -2.57189 0.2605
H 2.38721 -1.32250 -1.57035 0.1939
H 3.07136 -2.85994 -3.22866 0.1876
H 1.60317 -2.52842 -4.14784 0.1986
H -0.38886 -5.03845 -2.53450 0.1855
H -0.34978 -3.83528 -3.82232 0.2059
H -1.18280 -3.37298 -1.07674 0.1871
H -1.00518 -2.14610 -2.33711 0.2402
H 0.71089 -3.92739 0.26929 0.1838
H 2.20305 -2.99391 0.12302 0.1971
H 1.59368 -5.48464 -1.25003 0.1874
H 3.01815 -4.47349 -1.49144 0.1870
```

HOMO-LUMO gap, eV: 5.3
Relative energy (zero: lowest compared OMol25 entry of this formula, charge and spin), kcal/mol: 11.2
Net charge: -1
E_HOMO, Ha: -0.1180

> Which value of net charge does entry 1 give?

+1

> What is the net charge in the second record?

-1

> The highest net charge belongs to which entry?

C26H34FeN2O5Si

> Look up the net charge of the second one.

-1